No. 1
Below is a cluster of 12 separate species, C9H42O12 in total, with properties calculated with ωB97M-V/def2-TZVPD.

Calculated total energy: -34585.1167 eV
Charge: 0
SMILES: CC(C)O.CC(C)O.CC(C)O.O.O.O.O.O.O.O.O.O
Energy above the lowest of the compared OMol25 structures with the same formula, charge and spin: 0.000 eV
HOMO: -0.371 Eh

XYZ file:
```
63
Properties=species:S:1:pos:R:3:mulliken_charge:R:1
O -2.570 -3.328 0.976 -0.650
H -2.732 -2.448 1.332 0.312
H -2.661 -3.214 0.013 0.331
O -1.987 1.962 0.270 -0.836
H -2.024 2.075 1.237 0.245
H -1.693 1.043 0.140 0.366
O -1.357 2.759 -4.168 -0.650
H -0.591 3.184 -3.766 0.299
H -1.981 2.597 -3.422 0.373
O 1.021 -5.346 0.694 -0.625
H 1.131 -5.973 -0.030 0.286
H 1.920 -5.151 0.984 0.299
O 0.676 -2.946 2.422 -0.614
H 1.488 -3.344 2.750 0.269
H 0.315 -3.596 1.796 0.357
O 0.834 2.967 0.087 -0.596
H -0.129 2.856 0.190 0.360
H 1.154 3.216 0.961 0.280
O -3.277 2.375 -2.141 -0.677
H -3.827 3.158 -2.272 0.324
H -2.862 2.495 -1.254 0.397
O -3.107 -3.093 -1.858 -0.628
H -3.084 -3.958 -2.281 0.314
H -3.039 -2.445 -2.591 0.293
O -2.820 -1.170 -3.907 -0.734
H -3.470 -0.607 -3.460 0.318
H -2.395 -0.583 -4.544 0.315
C -0.128 0.265 -1.906 -0.462
C -0.325 -1.018 -1.119 1.474
C 0.949 -1.843 -0.976 -1.559
O -0.751 -0.707 0.255 -0.138
H -1.012 0.882 -1.803 -0.266
H -0.010 0.009 -2.964 0.440
H 0.803 0.765 -1.636 -0.241
H -1.111 -1.632 -1.561 -0.221
H 0.769 -2.859 -0.631 0.374
H 1.676 -1.343 -0.331 0.375
H 1.407 -1.855 -1.972 0.460
H -0.065 -1.083 0.814 0.050
C 4.401 2.087 -1.577 -1.462
C 4.030 0.898 -0.709 1.176
C 4.131 -0.373 -1.554 -1.273
O 4.973 0.895 0.356 -0.604
H 5.404 1.949 -1.984 0.378
H 4.479 2.988 -0.958 0.373
H 3.680 2.325 -2.356 0.342
H 2.999 1.002 -0.360 -0.259
H 3.385 -0.395 -2.345 0.257
H 3.894 -1.244 -0.921 0.348
H 5.143 -0.610 -1.882 0.406
H 4.920 0.034 0.789 0.337
C -0.437 0.696 3.386 -0.766
C -1.740 1.140 4.075 0.649
C -1.473 2.270 5.064 -1.408
O -2.621 1.647 3.055 -0.536
H 0.448 0.854 3.996 0.396
H -0.350 1.093 2.376 -0.057
H -0.500 -0.390 3.258 0.161
H -2.197 0.283 4.573 0.219
H -0.952 3.070 4.536 0.326
H -0.931 1.997 5.967 0.369
H -2.440 2.689 5.369 0.383
H -3.376 2.028 3.518 0.234
```



No. 2
Below is a cluster of 16 separate species, C9H48NO16 in total, with properties calculated with ωB97M-V/def2-TZVPD.

Calculated total energy: -44363.1989 eV
Charge: -1
Energy above the lowest of the compared OMol25 structures with the same formula, charge and spin: 0.000 eV
HOMO: -0.136 Eh

XYZ file:
```
74
Properties=species:S:1:pos:R:3:mulliken_charge:R:1
C -1.922 1.192 -0.761 -1.416
C -0.396 0.986 -0.965 1.725
C 0.362 1.928 -0.004 -0.872
C 0.351 1.442 1.442 -0.473
C 0.807 -0.016 1.471 -1.250
C 0.000 -0.947 0.588 1.497
N 0.034 -0.404 -0.758 1.434
O -0.223 -1.228 -1.857 -0.287
C -1.424 -1.148 1.135 -1.136
C 0.755 -2.294 0.566 -1.629
C -0.166 1.402 -2.424 -1.829
H -2.309 1.900 -1.500 0.603
H -2.307 1.505 0.216 -0.195
H -2.542 0.305 -0.928 0.120
H 0.087 2.950 -0.270 0.374
H 1.423 1.832 -0.274 -0.165
H -0.618 1.617 1.931 0.112
H 0.969 2.098 2.065 0.400
H 0.800 -0.343 2.517 0.466
H 1.861 -0.090 1.190 -0.036
H -2.061 -1.641 0.397 0.183
H -1.855 -0.192 1.424 0.170
H -1.543 -1.768 2.033 0.084
H 0.851 -2.795 1.534 0.436
H 1.680 -2.184 0.007 0.075
H 0.095 -3.029 0.090 0.215
H -0.391 2.463 -2.571 0.485
H -0.808 0.806 -3.070 0.300
H 0.852 1.293 -2.806 0.264
O 0.173 -1.632 -4.689 -0.730
H 0.790 -0.946 -4.960 0.324
H -0.033 -1.414 -3.758 0.410
O -4.204 -3.200 -0.745 -0.730
H -4.518 -2.639 -1.465 0.324
H -3.283 -3.389 -0.980 0.338
O 4.167 -2.963 2.149 -0.641
H 3.779 -2.379 1.483 0.257
H 5.028 -2.577 2.331 0.335
O -0.694 4.603 2.037 -0.612
H -1.431 4.091 2.409 0.236
H -0.127 4.800 2.789 0.274
O -2.061 5.571 -0.283 -0.621
H -1.720 5.105 0.503 0.417
H -3.007 5.388 -0.288 0.311
O 4.429 -0.566 0.477 -0.472
H 5.385 -0.598 0.355 0.255
H 4.187 0.354 0.296 0.191
O -1.629 -3.800 -2.101 -0.777
H -1.257 -2.917 -1.851 0.249
H -0.857 -4.331 -2.318 0.280
O 2.772 -0.154 -1.834 -0.874
H 2.976 -0.824 -1.178 0.340
H 1.796 -0.056 -1.773 0.423
O 1.331 5.608 0.230 -0.648
H 0.995 4.705 0.272 0.349
H 1.551 5.824 1.139 0.271
O -0.879 -4.117 3.546 -0.648
H -1.698 -3.806 3.133 0.390
H -0.564 -3.366 4.060 0.301
O -3.159 3.046 2.528 -0.770
H -2.655 2.388 2.025 0.407
H -3.872 2.544 2.938 0.272
O -3.951 -3.445 2.090 -0.704
H -3.942 -3.610 1.133 0.385
H -3.612 -2.547 2.172 0.363
O 4.489 -3.050 -1.344 -0.650
H 3.599 -3.282 -1.638 0.328
H 4.387 -2.821 -0.416 0.346
O -2.863 -1.353 -3.025 -0.789
H -2.491 -2.204 -3.286 0.438
H -2.209 -1.008 -2.384 0.198
O 4.006 3.272 0.249 -0.603
H 4.904 2.931 0.173 0.267
H 3.609 3.120 -0.618 0.336
```



No. 3
Below is a structure of composition C9H4BeBr2NOSbSe4, with properties calculated with ωB97M-V/def2-TZVPD.

Calculated total energy: -421352.7092 eV
Charge: -2
Energy above the lowest of the compared OMol25 structures with the same formula, charge and spin: 0.193 eV
HOMO: -0.043 Eh

XYZ file:
```
23
Properties=species:S:1:pos:R:3:mulliken_charge:R:1
Be 0.649 1.737 0.611 0.244
Br -4.112 1.255 1.399 -0.212
C -2.819 0.104 0.636 -0.412
C -3.214 -1.167 0.175 -0.329
C -2.323 -2.040 -0.385 -0.072
Br -2.934 -3.748 -0.983 -0.297
C -0.958 -1.684 -0.525 0.665
C 0.087 -2.458 -1.080 -0.661
C 1.356 -1.949 -1.135 -0.831
C 1.629 -0.658 -0.640 -0.154
N 0.673 0.066 -0.124 0.008
C -0.591 -0.416 -0.060 0.690
C -1.497 0.536 0.544 0.498
O -0.988 1.651 0.922 -0.670
H -4.252 -1.456 0.271 0.397
H -0.130 -3.450 -1.457 0.306
H 2.166 -2.531 -1.556 0.359
H 2.618 -0.210 -0.657 0.415
Se 3.030 5.604 1.826 -0.743
Sb 3.086 3.395 0.824 0.713
Se 2.006 1.686 2.356 -0.565
Se 1.294 3.157 -0.956 -0.567
Se 5.224 2.573 -0.006 -0.782
```



No. 4
Below is a cluster of 21 separate species, C9H50BrN2O27P in total, with properties calculated with ωB97M-V/def2-TZVPD.

Calculated total energy: -147740.6381 eV
Charge: 0
HOMO: -0.335 Eh

XYZ file:
```
90
Properties=species:S:1:pos:R:3:mulliken_charge:R:1
O 0.509 -6.071 0.659 -0.798
O -2.382 -2.879 -0.711 -0.494
O 1.684 2.862 -2.007 -0.515
Br 2.791 -4.219 1.770 -0.121
O 0.319 -0.106 1.717 -0.273
O 3.164 4.199 -0.435 -0.452
O 0.857 3.316 0.341 0.291
O 2.889 1.525 -0.215 -0.233
C 0.205 -4.875 0.584 0.611
C -1.510 -3.340 0.016 -0.175
C 0.978 -3.778 1.255 -0.187
C 0.471 -2.469 1.284 0.144
N -0.986 -4.583 -0.006 0.337
N -0.780 -2.345 0.715 0.315
C 2.280 -0.816 0.626 0.648
C 0.217 2.223 1.028 -0.373
C 1.267 -1.192 1.706 0.047
C 1.897 0.581 0.121 0.397
C 1.074 1.012 1.361 0.643
P 2.152 2.960 -0.627 0.415
H 2.584 4.931 -0.786 0.307
H -1.557 -5.353 -0.277 0.045
H -1.253 -1.443 0.745 -0.165
H 2.272 -1.515 -0.234 0.115
H 3.337 -0.681 1.008 -0.763
H -0.572 1.920 0.413 0.129
H -0.348 2.526 1.914 -0.503
H 1.751 -1.382 2.704 0.415
H 1.264 0.430 -0.831 -0.074
H 1.727 1.237 2.156 0.205
O -2.962 -0.316 1.644 -0.556
H -3.155 0.279 0.848 0.349
H -3.650 -0.119 2.359 0.257
O 1.440 5.152 2.152 -0.676
H 0.914 4.728 1.399 0.334
H 0.911 5.043 3.007 0.396
O 6.100 -0.404 0.913 -0.653
H 5.477 -0.196 1.683 0.310
H 7.039 -0.484 1.281 0.296
O -2.670 4.289 0.187 -0.662
H -2.635 3.724 1.026 0.401
H -2.424 3.700 -0.598 0.337
O -2.816 3.118 2.648 -0.713
H -3.575 3.372 3.268 0.252
H -2.332 2.326 3.051 0.416
O 1.954 6.170 -1.627 -0.583
H 1.201 6.758 -1.292 0.289
H 2.252 6.522 -2.527 0.266
O -0.811 -7.757 -1.137 -0.715
H -0.264 -7.023 -0.705 0.380
H -0.282 -8.618 -1.081 0.281
O -1.973 2.763 -2.242 -0.792
H -1.362 3.569 -2.282 0.291
H -2.088 2.407 -3.182 0.304
O -3.422 -1.839 -3.024 -0.716
H -4.391 -1.715 -2.759 0.304
H -2.907 -2.137 -2.206 0.384
O -2.247 -6.180 -2.975 -0.590
H -3.233 -5.987 -2.857 0.277
H -1.937 -6.732 -2.187 0.399
O 2.634 -4.041 -1.871 -0.615
H 3.409 -3.390 -1.903 0.278
H 1.819 -3.579 -2.253 0.297
O 1.165 4.544 -4.065 -0.667
H 2.048 5.028 -4.160 0.243
H 1.334 3.672 -3.581 0.505
O -0.874 0.000 -2.293 -0.552
H -0.614 0.970 -2.174 0.338
H -1.844 -0.034 -2.579 0.306
O -1.636 0.838 3.671 -0.745
H -2.150 0.052 4.047 0.299
H -1.046 0.499 2.921 0.554
O -5.154 -2.404 -0.345 -0.699
H -5.337 -2.558 0.638 0.293
H -4.168 -2.561 -0.511 0.437
O 5.103 -1.986 -1.154 -0.608
H 5.361 -2.939 -0.931 0.327
H 5.424 -1.389 -0.403 0.323
O -3.517 -6.044 -0.306 -0.628
H -3.868 -5.624 -1.157 0.257
H -4.236 -6.650 0.067 0.276
O -0.422 4.525 4.228 -0.679
H -0.653 5.232 4.914 0.298
H -1.265 4.292 3.720 0.374
O -3.525 1.273 -0.400 -0.481
H -4.475 1.209 -0.743 0.212
H -3.022 1.927 -0.985 0.214
O 5.795 3.641 -0.445 -0.655
H 6.393 4.450 -0.547 0.285
H 4.872 3.962 -0.182 0.409
```